i | Formula: C3H10NS
Source: the Open Molecules 2025 dataset
Level of theory: the ωB97M-V functional and the def2-TZVPD basis

Summary:
LUMO level (alpha / beta)	0.9 / -1.9	eV
gap between HOMO and LUMO (alpha / beta)	10.31 / 7.05	eV
multiplicity	2
net charge	0

Atoms and positions in Å:
S1 2.600 1.523 -1.867
N1 0.024 -0.912 1.683
C1 1.187 1.957 -0.862
C2 -0.249 -1.231 0.290
C3 -1.696 -0.862 -0.080
H1 0.919 -1.314 1.946
H2 0.390 -0.784 -0.482
H3 1.325 1.442 0.062
H4 -1.726 0.144 -0.496
H5 1.254 3.016 -0.603
H6 0.136 0.091 1.797
H7 -2.385 -1.058 0.738
H8 -0.028 -2.287 0.112
H9 -2.006 -1.550 -0.874
H10 0.253 1.826 -1.363



ii | Formula: C3H10NS
Source: the Open Molecules 2025 dataset
Level of theory: the ωB97M-V functional and the def2-TZVPD basis

Summary:
LUMO level (alpha / beta)	0.9 / -1.9	eV
gap between HOMO and LUMO (alpha / beta)	9.56 / 6.67	eV
multiplicity	2
net charge	0

Atoms and positions in Å:
S1 1.386 0.521 -0.140
N1 -2.239 -0.569 0.853
C1 -1.627 -0.947 -0.440
C2 -1.613 0.671 1.340
C3 2.675 -0.165 -1.249
H1 3.047 -1.117 -0.879
H2 -1.882 -0.319 -1.265
H3 2.276 -0.343 -2.264
H4 3.506 0.525 -1.419
H5 -1.969 -1.964 -0.647
H6 -1.926 0.834 2.369
H7 -3.278 -0.463 0.809
H8 -1.829 1.545 0.704
H9 -0.508 -0.899 -0.381
H10 -0.538 0.485 1.327



Which one sits at the bottom of the stability order? ii does.



i | Formula: C5H4N2OS
Source: the Open Molecules 2025 dataset
Level of theory: the ωB97M-V functional and the def2-TZVPD basis

Summary:
LUMO level (alpha / beta)	0.7 / -2.2	eV
gap between HOMO and LUMO (alpha / beta)	6.79 / 8.21	eV
multiplicity	3
net charge	0

Atoms and positions in Å:
S1 -2.817 0.312 0.123
O1 -0.130 -2.802 -0.227
N1 0.713 -0.538 -0.400
N2 -0.646 1.627 -0.074
C1 2.106 -0.277 0.071
C2 -0.289 0.381 -0.089
C3 -0.268 -1.621 -0.139
C4 -1.911 1.751 0.000
C5 -1.388 -0.601 0.121
H1 -2.371 2.615 0.084
H2 2.197 -0.690 1.079
H3 2.726 -0.894 -0.491
H4 2.078 0.740 -0.056



ii | Formula: C5H4N2OS
Source: the Open Molecules 2025 dataset
Level of theory: the ωB97M-V functional and the def2-TZVPD basis

Summary:
LUMO level (alpha / beta)	0.2 / -2.9	eV
gap between HOMO and LUMO (alpha / beta)	6.96 / 6.59	eV
multiplicity	3
net charge	0

Atoms and positions in Å:
S1 1.983 -0.107 0.000
O1 -0.345 -2.496 1.815
N1 -3.103 0.151 0.034
N2 1.396 -1.357 0.908
C1 -0.731 -0.571 0.460
C2 0.519 0.542 -0.392
C3 0.147 1.684 -1.219
C4 -2.028 -0.210 0.248
C5 0.001 -1.559 1.127
H1 2.049 -1.993 1.346
H2 -0.174 1.341 -2.207
H3 -0.699 2.209 -0.775
H4 0.986 2.366 -1.345



Which one sits at the bottom of the stability order? i does.



i | Formula: C2H8N2
Source: the Open Molecules 2025 dataset
Level of theory: the ωB97M-V functional and the def2-TZVPD basis

Summary:
LUMO level	1.1	eV
gap between HOMO and LUMO	10.55	eV
net charge	0
structure (SMILES)	[H]/N=C/N.C

Atoms and positions in Å:
N1 0.324 4.135 -1.585
N2 -0.367 3.336 -3.736
C1 0.391 -5.635 3.474
C2 -0.438 4.133 -2.764
H1 -0.157 -5.724 2.527
H2 -0.215 -4.893 4.000
H3 0.926 4.823 -1.199
H4 0.088 3.359 -0.990
H5 -1.116 3.545 -4.382
H6 1.392 -5.198 3.416
H7 -1.346 4.747 -2.644
H8 0.520 -6.628 3.883



ii | Formula: C2H8N2
Source: the Open Molecules 2025 dataset
Level of theory: the ωB97M-V functional and the def2-TZVPD basis

Summary:
LUMO level	1.1	eV
gap between HOMO and LUMO	10.47	eV
net charge	0
structure (SMILES)	C=N.CN

Atoms and positions in Å:
N1 -3.490 0.501 2.146
N2 4.390 -1.266 -1.293
C1 -3.698 1.568 1.137
C2 3.629 -0.995 -2.262
H1 3.390 -1.693 -3.065
H2 -2.971 2.367 1.269
H3 -2.956 -0.255 1.722
H4 -2.879 0.868 2.866
H5 -3.719 1.208 0.110
H6 -4.655 2.063 1.337
H7 3.180 0.005 -2.303
H8 4.740 -2.221 -1.385



iii | Formula: C2H8N2
Source: the Open Molecules 2025 dataset
Level of theory: the ωB97M-V functional and the def2-TZVPD basis

Summary:
LUMO level	1.1	eV
gap between HOMO and LUMO	10.53	eV
net charge	0
structure (SMILES)	[H]/N=C/N.C

Atoms and positions in Å:
N1 -0.138 -0.523 2.790
N2 -0.361 -2.845 2.992
C1 0.915 4.065 -6.506
C2 -0.542 -1.616 2.292
H1 1.192 3.599 -7.495
H2 -1.289 -3.156 3.337
H3 1.319 5.057 -6.213
H4 -0.163 4.175 -6.558
H5 -0.684 0.275 2.424
H6 0.485 -2.712 3.547
H7 -1.127 -1.746 1.352
H8 1.276 3.477 -5.655



Which one sits at the bottom of the stability order? ii does.



i | Formula: C2H8N2
Source: the Open Molecules 2025 dataset
Level of theory: the ωB97M-V functional and the def2-TZVPD basis

Summary:
LUMO level	0.8	eV
gap between HOMO and LUMO	9.79	eV
net charge	0
structure (SMILES)	[H]/N=C/N.C

Atoms and positions in Å:
N1 -0.770 3.734 2.571
N2 -0.981 2.445 0.657
C1 -0.848 2.592 1.996
C2 1.211 -3.788 -2.384
H1 1.336 -2.710 -2.430
H2 -0.697 1.691 2.602
H3 0.231 -4.247 -2.369
H4 1.801 -4.314 -3.137
H5 -0.706 1.583 0.234
H6 -1.110 3.324 0.178
H7 -1.161 3.704 3.506
H8 1.694 -4.013 -1.425



ii | Formula: C2H8N2
Source: the Open Molecules 2025 dataset
Level of theory: the ωB97M-V functional and the def2-TZVPD basis

Summary:
LUMO level	0.7	eV
gap between HOMO and LUMO	9.36	eV
net charge	0
structure (SMILES)	C=NC.N

Atoms and positions in Å:
N1 -1.893 0.740 -0.763
N2 2.562 -0.610 0.754
C1 -1.214 -0.529 -1.027
C2 -1.821 1.429 0.337
H1 -1.588 2.538 0.524
H2 2.562 0.321 1.104
H3 3.033 -0.821 -0.104
H4 -1.753 0.918 1.333
H5 -0.098 -0.523 -1.179
H6 3.024 -1.299 1.299
H7 -1.344 -1.318 -0.238
H8 -1.469 -0.846 -2.039



iii | Formula: C2H8N2
Source: the Open Molecules 2025 dataset
Level of theory: the ωB97M-V functional and the def2-TZVPD basis

Summary:
LUMO level	1.2	eV
gap between HOMO and LUMO	9.94	eV
net charge	0
structure (SMILES)	CNCN

Atoms and positions in Å:
N1 0.682 -0.285 0.196
N2 -0.668 0.520 -1.676
C1 -0.385 -0.569 -0.735
C2 0.259 0.276 1.478
H1 -1.305 -0.725 -0.158
H2 1.138 0.472 2.105
H3 1.400 -0.980 0.307
H4 -0.191 1.258 1.335
H5 -0.104 -1.440 -1.313
H6 0.044 0.510 -2.400
H7 -0.480 1.381 -1.167
H8 -0.388 -0.417 2.026



Which one sits at the bottom of the stability order? ii does.



i | Formula: C2H8N2
Source: the Open Molecules 2025 dataset
Level of theory: the ωB97M-V functional and the def2-TZVPD basis

Summary:
LUMO level	1.2	eV
gap between HOMO and LUMO	9.65	eV
net charge	0
structure (SMILES)	CNCN

Atoms and positions in Å:
N1 -0.218 -0.460 0.648
N2 1.706 -0.391 -0.836
C1 -1.601 -0.004 0.716
C2 0.684 0.381 -0.132
H1 -2.194 -0.912 0.625
H2 2.536 0.189 -0.763
H3 1.179 1.126 0.500
H4 -1.903 0.328 1.718
H5 1.565 -0.549 -1.830
H6 -1.790 0.750 -0.050
H7 -0.070 -1.388 0.298
H8 0.106 0.930 -0.894



ii | Formula: C2H8N2
Source: the Open Molecules 2025 dataset
Level of theory: the ωB97M-V functional and the def2-TZVPD basis

Summary:
LUMO level	1.0	eV
gap between HOMO and LUMO	10.10	eV
net charge	0
structure (SMILES)	C=N.CN

Atoms and positions in Å:
N1 4.115 -2.306 -1.651
N2 -3.545 0.596 1.325
C1 3.965 -1.074 -1.732
C2 -2.241 1.114 1.095
H1 -2.059 2.181 1.344
H2 -2.053 1.120 0.016
H3 -4.056 0.949 2.110
H4 3.235 -0.438 -1.215
H5 4.632 -0.499 -2.383
H6 3.583 -2.945 -1.065
H7 -1.416 0.628 1.628
H8 -4.160 0.675 0.530



Which one sits at the bottom of the stability order? ii does.